(a)
The following is a DFT calculation (wB97M-V/def2-TZVPD) of 2 unconnected molecules or ions with the total composition C3H8NS2.

Last column: Löwdin charge in e.
Atoms and positions in Å:
C -0.347 1.002 -1.379  -0.079
C -0.838 0.033 -0.497  -0.798
C 1.633 -0.395 0.970  -0.280
N -0.334 -1.174 -0.140  0.060
S -2.126 0.570 0.625  0.843
S 1.573 1.169 0.295  1.007
H -0.716 1.943 -1.447  0.040
H 0.215 0.857 -2.265  0.073
H 2.396 -1.085 0.839  0.030
H 1.170 -0.729 1.809  0.011
H -0.634 -1.761 0.618  0.124
H 0.327 -1.572 -0.799  0.137
H -2.834 -0.543 0.460  -0.108
H 0.514 1.684 0.912  -0.060

## Properties
Multiplicity   1
HOMO   -13.10 eV
LUMO energy   -5.080 eV
Net charge   +1

(b)
The following is a DFT calculation (wB97M-V/def2-TZVPD) of 2 unconnected molecules or ions with the total composition C3H8NS2.

Last column: Löwdin charge in e.
Atoms and positions in Å:
C 1.641 -0.709 0.310  -0.596
C -0.483 0.618 -0.694  -0.051
C 1.017 0.224 -0.659  -0.199
N 1.846 0.541 0.524  0.187
S -2.686 -0.430 1.754  0.509
S 1.939 -2.266 0.725  1.096
H -1.022 -0.104 -1.188  0.037
H -1.004 0.409 0.348  -0.012
H -0.651 1.723 -1.017  0.132
H 1.580 0.495 -1.552  0.144
H -3.824 0.094 2.085  -0.235
H -2.873 -1.806 1.323  -0.103
H 1.781 1.283 1.199  0.182
H 2.681 -1.892 1.702  -0.091

## Properties
Multiplicity   1
HOMO   -12.88 eV
LUMO energy   -4.934 eV
Net charge   +1

Which of them is most stable? Easy: (a).

(a)
The following is a DFT calculation (wB97M-V/def2-TZVPD) of a gas-phase ion, C5H11BrN (charge +1).

Last column: Löwdin charge in e.
Atoms and positions in Å:
C -0.878 -0.032 -1.456  0.008
N -0.359 -0.102 -0.096  -0.375
C -0.596 1.172 0.595  0.006
C -0.872 -1.263 0.613  0.010
C 1.077 -0.291 -0.266  -0.120
C 2.217 0.436 0.563  -0.499
Br 3.932 -0.082 0.051  0.786
H -1.872 0.363 -1.584  0.124
H -0.254 0.732 -1.985  0.142
H -0.742 -0.951 -1.906  0.093
H -0.454 2.078 0.040  0.127
H -1.599 1.086 0.933  0.112
H 0.008 1.418 1.403  0.072
H -0.134 -1.903 1.104  0.124
H -1.357 -0.999 1.552  0.119
H -1.506 -1.937 0.105  0.106
H 1.496 -0.910 -1.030  0.091
H 1.892 1.186 1.365  0.075

## Properties
Multiplicity   1
HOMO   -13.11 eV
LUMO energy   -3.912 eV
Net charge   +1

(b)
The following is a DFT calculation (wB97M-V/def2-TZVPD) of 2 unconnected molecules or ions with the total composition C5H11BrN.

Last column: Löwdin charge in e.
Atoms and positions in Å:
C 2.114 -2.238 -0.043  -0.028
C 1.191 -1.773 0.759  -0.078
C -0.731 1.240 0.949  -0.027
C -1.055 -0.673 -0.761  -0.497
C -1.083 0.900 -0.591  -0.525
N -0.381 1.603 -1.525  0.053
Br -0.641 -1.585 -2.237  1.033
H 3.068 -2.704 0.426  0.126
H 1.852 -2.284 -1.023  -0.019
H 1.123 -1.953 1.871  0.101
H 0.332 0.776 1.023  0.091
H -1.334 0.736 1.734  0.081
H -0.857 2.436 1.200  0.150
H -1.863 -1.131 -0.117  0.114
H -2.155 0.878 -0.712  0.148
H -0.026 2.527 -1.135  0.143
H -0.846 1.713 -2.444  0.123
H 0.169 -1.309 0.406  0.011

## Properties
Multiplicity   1
HOMO   -14.21 eV
LUMO energy   -6.446 eV
Net charge   +1

Which of them is most stable? Easy: (a).

(a)
The following is a DFT calculation (wB97M-V/def2-TZVPD) of 2 unconnected molecules or ions with the total composition C5H11NO2.

Last column: Löwdin charge in e.
Atoms and positions in Å:
O -1.577 1.245 1.118  0.293
C -1.053 0.839 0.165  -0.129
C -0.123 1.679 -0.735  -0.073
C 0.972 0.774 -1.247  -0.196
C 0.402 -0.456 -1.901  -0.180
C 0.529 -2.103 -0.215  0.078
N -0.189 -1.284 -0.852  -0.027
H -1.183 -0.215 -0.308  0.149
H 0.304 2.560 -0.265  0.142
H -0.673 2.007 -1.604  0.141
H 1.757 0.547 -0.510  0.132
H 1.713 1.362 -1.787  0.136
H -0.375 -0.119 -2.566  0.127
H 1.110 -0.993 -2.532  0.141
H 1.613 -2.261 -0.302  0.129
H 0.054 -2.699 0.565  0.107
H -0.132 -1.063 2.972  0.043
H 0.879 0.137 2.999  0.040
O 0.793 -0.810 2.846  -0.055

## Properties
Multiplicity   2
HOMO (alpha / beta)   -15.10 / -15.12 eV
LUMO energy (alpha / beta)   -4.323 / -8.017 eV
Net charge   +1

(b)
The following is a DFT calculation (wB97M-V/def2-TZVPD) of a gas-phase ion, C5H11NO2 (charge +1).

Last column: Löwdin charge in e.
Atoms and positions in Å:
C -0.970 -0.330 -0.683  -0.122
N -0.148 -0.883 0.405  0.259
C 0.982 -1.658 0.284  -0.491
O 1.153 -2.545 -0.716  0.179
O 1.873 -1.565 1.105  0.239
C -1.486 1.083 -0.452  -0.148
C -0.267 2.127 -0.174  -0.214
C -0.968 3.347 0.421  -0.116
H -1.818 -1.017 -0.817  0.174
H -0.314 -0.569 -1.520  0.145
H -0.466 -0.482 1.283  0.195
H 2.072 -2.850 -0.647  0.160
H -1.866 1.342 -1.434  0.125
H -2.304 1.039 0.256  0.116
H 0.184 2.300 -1.170  0.114
H 0.573 1.645 0.478  0.124
H -1.122 3.940 -0.493  0.083
H -0.294 3.993 1.032  0.092
H -1.952 3.269 0.914  0.084

## Properties
Multiplicity   2
HOMO (alpha / beta)   -15.29 / -15.26 eV
LUMO energy (alpha / beta)   -3.426 / -9.044 eV
Net charge   +1

Which of them is most stable? Easy: (b).